No. 1
Below is a structure of composition C6H11N2O in a non-equilibrium geometry, with properties calculated with wB97M-V/def2-TZVPD.

Output
- Net charge: +1
- Lowest unoccupied orbital energy (alpha / beta): -0.1602 / -0.2541 Ha
- Largest force on an atom: 0.1349 hartree/bohr
- Calculated total energy: -11414.33015 eV
- Multiplicity: 3
- HOMO energy (alpha / beta): -10.47 / -13.72 eV
- Energy above the lowest of the compared OMol25 structures with the same formula, charge and spin: 80.1 kcal/mol

Each line ends with the natural charge from an NBO analysis.
Positions of all 20 atoms, in Å:
C1 2.0917 0.0467 -0.0018  0.364
C2 -1.2334 0.0339 0.1456  -0.326
C3 -2.4343 -0.4723 -0.2206  -0.020
C4 -0.0674 -0.1570 -0.7325  0.129
C5 3.3852 0.7072 0.1935  -0.692
C6 -3.7545 -0.0202 0.2788  -0.664
N1 1.8408 -1.2113 0.2759  -0.170
N2 0.9668 0.7472 -0.4445  -0.497
O1 0.6618 -1.7413 0.0433  -0.127
H1 -1.1886 0.6238 1.0138  0.217
H2 -2.5880 -0.9520 -1.2099  0.203
H3 -0.3100 -0.5834 -1.6470  0.236
H4 3.7394 1.3927 -0.7416  0.277
H5 4.1236 0.0562 0.3099  0.238
H6 3.5068 1.5194 0.8793  0.271
H7 -3.5830 0.3165 1.3966  0.222
H8 -4.0819 0.8547 -0.2606  0.254
H9 -4.5002 -0.8343 0.1445  0.245
H10 2.6053 -1.8960 0.4710  0.423
H11 0.8200 1.5696 0.1066  0.416

Cartesian forces, eV/Å:
-0.64 6.34 -1.92
-0.87 -1.35 -2.31
-0.18 1.23 -1.92
-2.50 3.22 3.11
-1.25 3.88 -3.50
0.55 -0.52 3.18
-0.39 -6.83 1.15
1.76 -3.33 0.13
2.44 0.63 0.68
0.40 0.70 1.10
0.84 -0.22 0.66
0.65 -0.72 -1.79
-1.16 -2.01 1.39
3.25 -2.89 0.78
-0.65 0.15 1.37
-0.96 -0.76 -2.01
-0.08 0.26 -0.37
0.32 0.72 0.49
-0.78 0.69 -0.28
-0.73 0.82 0.07


No. 2
Below is a structure of composition C20H19N3ReS5 in a non-equilibrium geometry, with properties calculated with wB97M-V/def2-TZVPD.

Output
- Net charge: +2
- Lowest unoccupied orbital energy (alpha / beta): -0.2537 / -0.2422 Ha
- Largest force on an atom: 0.0250 hartree/bohr
- Calculated total energy: -81810.24242 eV
- Multiplicity: 2
- HOMO energy (alpha / beta): -13.23 / -12.94 eV
- Energy above the lowest of the compared OMol25 structures with the same formula, charge and spin: 0.0 kcal/mol

Each line ends with the natural charge from an NBO analysis.
Positions of all 48 atoms, in Å:
Re1 0.6145 0.0671 -0.2704  0.336
S1 0.1183 -0.0610 3.1397  0.171
C1 0.8878 -1.6707 3.0763  -0.261
C2 1.6258 -2.0815 4.1805  -0.167
C3 2.2502 -3.3213 4.1954  -0.178
C4 2.1486 -4.1583 3.0983  -0.145
C5 1.4150 -3.7686 1.9842  -0.254
C6 0.7917 -2.5294 1.9665  -0.086
S2 -0.2045 -2.0639 0.5545  0.389
C7 0.5808 -2.8710 -0.9030  -0.554
C8 0.0178 -2.1693 -2.1194  0.206
C9 -0.3182 -2.8896 -3.2494  -0.207
C10 -0.8681 -2.2296 -4.3348  -0.121
C11 -1.1180 -0.8704 -4.2299  -0.235
C12 -0.7580 -0.1940 -3.0790  0.161
C13 -1.0474 1.2892 -3.0021  -0.581
S3 1.5853 2.0409 -1.0204  0.044
C14 1.4776 3.0505 0.4576  -0.218
C15 1.5194 4.4369 0.3507  -0.208
C16 1.4159 5.2319 1.4858  -0.172
C17 1.2889 4.6560 2.7434  -0.184
C18 1.2833 3.2757 2.8730  -0.212
C19 1.3621 2.4926 1.7294  -0.146
S4 1.5448 0.7255 1.7799  0.309
N1 -0.1510 -0.8211 -2.0474  -0.485
H1 1.7070 -1.4170 5.0302  0.248
H2 2.8186 -3.6270 5.0645  0.248
H3 2.6311 -5.1275 3.1041  0.244
H4 1.3268 -4.4469 1.1452  0.227
H5 0.3462 -3.9316 -0.9393  0.259
H6 1.6599 -2.7426 -0.8115  0.265
H7 -0.1566 -3.9595 -3.2717  0.251
H8 -1.1244 -2.7699 -5.2374  0.256
H9 -1.5882 -0.3310 -5.0437  0.248
H10 -1.7793 1.5682 -3.7569  0.261
H11 -0.1408 1.8698 -3.1861  0.297
H12 1.6329 4.8881 -0.6275  0.238
H13 1.4431 6.3103 1.3861  0.241
H14 1.2168 5.2793 3.6258  0.242
H15 1.2240 2.8157 3.8530  0.238
N2 -4.0149 2.0392 -0.4695  -0.722
C20 -3.2145 1.3820 -1.2851  0.350
N3 -3.6293 0.2985 -1.9154  -0.739
S5 -1.5884 1.9939 -1.4176  0.409
H16 -4.9308 1.6974 -0.2188  0.430
H17 -3.7268 2.9232 -0.0784  0.441
H18 -4.5787 -0.0347 -1.8300  0.431
H19 -2.9961 -0.2443 -2.4796  0.433

Cartesian forces, eV/Å:
0.58 1.15 0.00
0.07 0.01 0.01
-0.05 0.01 -0.03
-0.01 -0.06 -0.04
0.02 0.02 0.04
0.00 -0.03 -0.02
-0.04 0.04 -0.02
0.01 -0.08 0.16
0.27 0.20 -0.17
-0.13 0.10 -0.08
-0.05 0.13 0.01
-0.08 -0.08 -0.05
-0.02 -0.07 -0.06
-0.10 -0.09 -0.17
0.03 0.02 0.24
0.19 -0.03 0.00
-0.62 -0.84 0.43
0.21 0.17 0.12
0.03 0.00 -0.07
-0.03 0.01 -0.06
0.00 0.04 -0.01
0.01 -0.05 -0.03
0.02 -0.10 0.22
-0.13 0.06 0.00
-0.01 -0.30 -0.31
0.00 0.00 -0.01
-0.03 0.02 -0.04
-0.02 0.04 -0.01
0.00 0.02 0.03
-0.02 -0.03 0.00
0.04 0.02 -0.03
0.00 0.04 -0.01
0.01 0.03 0.04
0.04 -0.03 0.02
0.03 0.02 -0.08
0.00 -0.03 -0.05
0.01 0.03 0.03
0.00 -0.07 0.00
0.01 -0.03 -0.05
0.01 0.00 -0.07
-0.04 0.06 0.12
-0.05 0.06 -0.12
-0.03 0.00 0.03
-0.08 -0.35 0.16
-0.01 0.00 0.00
-0.02 0.00 0.01
-0.02 0.04 -0.02
0.02 -0.06 -0.04